25
Properties=species:S:1:pos:R:3:forces:R:3 method="wB97M-V/def2-TZVPD" e_above_lowest_kj_mol=1.53 gap_ev=10.99 smiles="C[C@H](Br)C[C@@H]1CCS(=O)(=O)OC1" e_homo_ev=-10.48
H -1.70341 -0.56515 2.96950 0.00 0.00 -0.06
H -1.27178 -1.12714 -0.80291 0.05 0.02 0.06
H -0.18970 2.62145 0.55790 -0.03 -0.05 0.03
O 1.91993 -1.02016 -1.20152 0.11 0.09 0.11
H 2.53720 -0.01684 0.45513 -0.03 -0.01 0.01
H 0.04406 -0.47035 2.73882 -0.05 0.00 -0.03
H 0.89912 1.75282 1.60557 0.00 -0.02 -0.06
H 1.07445 -0.98069 0.67435 -0.07 -0.02 0.15
C 0.10275 1.61274 0.86113 -0.08 -0.06 -0.01
C -1.06765 1.02261 1.66218 0.15 -0.04 0.08
Br -2.78047 1.15540 0.70608 -0.01 -0.05 -0.13
C 1.58559 -0.29509 0.00646 0.00 0.04 -0.20
C 0.74710 0.93435 -0.36663 -0.01 -0.09 -0.05
O 0.54293 -2.99390 -0.70069 0.00 0.03 -0.27
H -1.01478 1.27588 -1.61272 -0.05 -0.03 0.03
H -1.23598 1.70371 2.49531 0.06 0.02 -0.06
H -0.98887 -1.16171 1.47487 0.03 0.02 -0.04
C -0.92222 -0.38144 2.23189 0.08 0.09 -0.01
H -1.18027 -1.03186 -2.56636 -0.02 0.01 0.09
S 0.74564 -1.97687 -1.69181 0.02 0.09 -0.07
H 1.45806 1.67891 -0.73760 -0.02 0.00 0.07
C -0.63693 -0.84210 -1.63910 -0.12 0.05 -0.12
C -0.15571 0.60824 -1.58129 0.11 -0.04 0.08
O 1.07060 -2.29399 -3.04761 -0.08 -0.08 0.36
H 0.42033 0.79118 -2.49096 -0.02 0.02 0.05